No. 1
Molecular formula: C6H36NO12
Method: DFT, ωB97M-V with the def2-TZVPD basis set

CARTESIAN COORDINATES (ANGSTROEM)
C1 1.079 -1.001 0.876
C2 -0.129 -0.392 0.233
C3 -0.867 0.533 1.104
C4 -2.041 0.132 1.705
C5 -1.063 2.980 1.627
C6 -0.306 1.778 1.614
N1 0.649 -1.951 1.980
H1 1.825 -0.135 1.133
H2 1.687 -1.601 0.140
H3 -0.702 -1.346 -0.088
H4 0.045 0.005 -0.828
H5 -2.514 -0.797 1.845
H6 -2.750 0.783 2.179
H7 -2.025 2.908 1.309
H8 -0.549 3.809 1.745
H9 0.725 1.910 2.009
H10 1.292 -2.809 2.155
H11 -0.269 -2.288 1.811
H12 0.412 -1.385 2.910
H13 -2.133 -3.098 0.273
H14 -2.250 -3.603 1.667
O1 -1.448 -3.401 0.968
H15 2.136 2.836 -1.370
H16 3.699 2.745 -1.121
O2 2.940 2.273 -1.249
H17 1.602 -3.382 -2.314
H18 1.701 -1.901 -1.646
O3 1.744 -2.877 -1.537
H19 -0.798 -0.065 4.964
H20 -0.210 1.211 4.335
O4 -0.198 0.297 4.400
H21 2.002 -4.701 0.582
H22 0.674 -4.834 1.360
O5 1.501 -4.420 1.442
H23 -3.988 -1.742 -0.970
H24 -2.573 -1.303 -1.062
O6 -3.103 -2.003 -0.844
H25 -1.420 4.374 -2.310
H26 -2.228 3.320 -1.713
O7 -1.366 3.649 -1.583
H27 -4.961 0.283 -1.075
H28 -3.899 1.139 -1.790
O8 -4.105 0.257 -1.603
H29 3.779 -0.158 -0.423
H30 3.175 1.071 0.097
O9 3.345 0.147 0.375
H31 2.594 -0.091 -3.594
H32 2.679 0.748 -2.331
O10 2.449 -0.072 -2.682
H33 0.429 0.453 -3.472
H34 -1.135 0.180 -3.518
O11 -0.514 0.835 -3.628
H35 0.593 3.936 -0.200
H36 0.296 3.435 -1.602
O12 1.067 4.010 -1.048

HOMO-LUMO gap = 0.3275 hartree
Molar mass = 314.35 g mol⁻¹
Net charge = +1
Strongest force on any atom = 8.05 eV/A



No. 2
Molecular formula: C6H37N2O13
Method: DFT, ωB97M-V with the def2-TZVPD basis set

CARTESIAN COORDINATES (ANGSTROEM)
C1 1.326 1.353 -2.012
C2 1.636 0.124 -1.192
N1 0.559 -0.123 -0.216
C3 -0.678 -0.748 -0.585
C4 -1.447 -0.969 0.606
N2 -0.655 -0.490 1.625
C5 0.551 0.047 1.156
C6 -0.897 -0.409 3.013
H1 1.295 2.264 -1.414
H2 0.457 1.182 -2.648
H3 2.026 1.636 -2.798
H4 2.571 0.194 -0.636
H5 1.667 -0.776 -1.807
H6 -0.830 -1.033 -1.615
H7 -2.416 -1.415 0.773
H8 1.315 0.433 1.814
H9 -0.367 -1.169 3.587
H10 -1.923 -0.607 3.324
H11 -0.598 0.563 3.404
O1 -2.427 2.749 -1.929
H12 -1.652 3.106 -1.495
H13 -2.093 2.369 -2.742
O2 3.442 1.361 1.600
H14 3.680 2.087 1.023
H15 3.865 0.596 1.211
O3 -0.042 -3.797 -2.800
H16 0.792 -3.733 -2.334
H17 -0.023 -3.074 -3.426
O4 0.591 -1.575 -4.266
H18 0.415 -0.825 -4.834
H19 1.364 -1.990 -4.649
O5 -3.858 0.351 5.015
H20 -4.057 0.546 4.099
H21 -4.479 0.881 5.514
O6 3.467 -2.092 -3.521
H22 4.068 -2.707 -3.941
H23 2.860 -2.647 -3.031
O7 -4.138 -2.160 3.047
H24 -4.226 -1.584 3.807
H25 -4.757 -1.809 2.407
O8 1.929 2.922 3.052
H26 2.433 2.160 2.768
H27 2.583 3.609 3.180
O9 -0.167 3.716 -0.223
H28 0.700 4.121 -0.194
H29 -0.653 4.139 0.485
O10 -5.234 -0.765 0.974
H30 -5.095 0.082 1.397
H31 -5.110 -0.591 0.041
O11 -1.229 2.139 -4.264
H32 -0.938 1.559 -4.968
H33 -1.098 3.021 -4.612
O12 2.623 -0.410 4.109
H34 2.955 -1.069 4.719
H35 3.408 -0.042 3.703
O13 2.168 -3.476 -1.479
H36 2.181 -2.881 -0.730
H37 2.158 -4.351 -1.091

HOMO-LUMO gap = 0.3596 hartree
Molar mass = 345.36 g mol⁻¹
Net charge = +1
Strongest force on any atom = 3.89 eV/A



No. 3
Molecular formula: C6H37N2O13
Method: DFT, ωB97M-V with the def2-TZVPD basis set

CARTESIAN COORDINATES (ANGSTROEM)
C1 -1.171 0.257 0.278
C2 -0.791 1.661 -0.145
C3 -1.857 2.478 -0.807
C4 -2.621 2.160 -1.902
N1 -3.576 3.139 -1.974
C5 -3.442 4.036 -0.948
C6 -2.448 3.601 -0.121
N2 -1.115 -0.796 -0.796
H1 -2.214 0.190 0.588
H2 -0.564 -0.147 1.081
H3 -0.443 2.148 0.765
H4 0.153 1.539 -0.691
H5 -2.488 1.363 -2.612
H6 -4.196 3.325 -2.731
H7 -4.244 4.752 -0.875
H8 -2.068 3.851 0.846
H9 -1.990 -1.321 -0.901
H10 -0.785 -0.576 -1.728
H11 -0.521 -1.590 -0.548
H12 1.866 -0.052 -1.218
H13 1.471 -0.354 -2.538
O1 1.220 -0.638 -1.644
H14 3.524 -5.576 -0.110
H15 3.878 -5.022 -1.499
O2 3.344 -4.854 -0.718
H16 0.347 -0.744 3.336
H17 1.447 0.133 2.493
O3 0.982 -0.694 2.625
H18 -4.337 -2.877 -1.748
H19 -4.171 -1.327 -2.062
O4 -3.857 -2.070 -1.552
H20 2.506 1.166 0.181
H21 4.024 0.888 0.090
O5 3.165 0.579 -0.212
H22 -1.935 -3.767 0.947
H23 -0.515 -3.831 0.694
O6 -1.265 -3.240 0.490
H24 1.784 3.870 0.951
H25 2.173 3.273 2.304
O7 1.905 3.033 1.411
H26 -4.399 3.266 2.737
H27 -3.994 2.085 1.955
O8 -3.609 2.886 2.331
H28 2.449 1.004 4.635
H29 3.435 1.760 3.944
O9 2.675 1.205 3.715
H30 3.432 -1.566 0.278
H31 4.186 -2.772 0.075
O10 3.918 -2.207 0.817
H32 2.945 2.973 -2.112
H33 1.888 3.946 -2.541
O11 1.999 3.137 -2.030
H34 2.381 -3.402 1.982
H35 1.129 -2.559 2.097
O12 1.422 -3.457 1.900
H36 -0.638 -4.417 -3.608
H37 -0.326 -4.910 -2.125
O13 -0.066 -4.937 -3.047

HOMO-LUMO gap = 0.3146 hartree
Molar mass = 345.36 g mol⁻¹
Net charge = +1
Strongest force on any atom = 2.04 eV/A



Results for lowest unoccupied orbital energy: -2.54; -2.82; -2.22 (in eV, following the order of the records).
Results for HOMO: -11.45; -12.60; -10.78 (in eV, following the order of the records).
Results for energy above the lowest of the compared OMol25 structures with the same formula, charge and spin: 4.543; 3.688; 3.262 (in eV, following the order of the records).